(1)
C18H20N2O | wB97M-V/def2-TZVPD

As for the SMILES: C[C@H](c1ccccc1)n1c(CCCO)nc2ccccc21. For the total energy, the calculation gives -24019.0285 eV. For the HOMO energy, the calculation gives -8.38 eV. The energy above the lowest of the compared OMol25 structures with the same formula, charge and spin comes out at 48.65 kJ/mol.

Cartesian coordinates (Å):
C1 -0.2001 -2.3011 -2.0526
H1 -0.7461 -3.2390 -2.1131
H2 -0.6578 -1.5750 -2.7196
H3 0.8197 -2.4751 -2.3907
C2 -0.1674 -1.7990 -0.6080
N1 0.7058 -0.6458 -0.4942
C3 0.4902 0.6521 -0.8926
N2 1.5139 1.4266 -0.6700
C4 2.4769 0.6379 -0.0994
C5 3.7582 0.9530 0.3367
C6 4.5178 -0.0628 0.8771
C7 4.0257 -1.3643 0.9861
C8 2.7557 -1.6971 0.5585
C9 1.9842 -0.6821 0.0154
H4 2.3916 -2.7109 0.6485
H5 4.6548 -2.1304 1.4148
H6 5.5183 0.1468 1.2256
H7 4.1326 1.9602 0.2488
C10 -0.7805 1.1513 -1.4882
H8 -1.4144 0.3170 -1.7819
H9 -0.5350 1.7391 -2.3751
C11 -1.5527 2.0426 -0.5059
H10 -1.6274 1.5369 0.4613
H11 -2.5680 2.1926 -0.8785
C12 -0.8792 3.4035 -0.3168
O1 -1.5261 4.1915 0.6579
H12 -1.4556 3.7445 1.5084
H13 -0.9387 3.9811 -1.2419
H14 0.1790 3.2540 -0.0687
C13 -1.5157 -1.5035 0.0187
C14 -2.7247 -1.7179 -0.6274
C15 -3.9204 -1.4298 0.0097
C16 -3.9243 -0.9283 1.2986
C17 -2.7227 -0.7204 1.9548
C18 -1.5293 -1.0076 1.3193
H15 -0.5922 -0.8448 1.8341
H16 -2.7150 -0.3348 2.9637
H17 -4.8580 -0.7028 1.7913
H18 -4.8533 -1.5988 -0.5074
H19 -2.7476 -2.1099 -1.6324
H20 0.3000 -2.5834 0.0032

Force components x, y, z for each atom (eV/Å):
C 0.0 0.0 0.3
H -0.1 -0.1 -0.1
H -0.1 0.1 -0.1
H 0.0 0.0 0.0
C -0.1 -0.3 -0.3
N 0.2 0.1 0.1
C 0.0 0.1 -0.1
N 0.0 0.4 -0.2
C -0.2 -0.7 0.1
C -0.1 -0.1 0.0
C 0.2 0.1 0.0
C 0.0 -0.1 0.0
C -0.1 -0.2 0.0
C 0.5 0.5 0.1
H 0.0 -0.1 0.0
H 0.0 -0.1 0.0
H 0.1 0.0 0.0
H 0.0 0.1 0.0
C -0.2 0.0 0.1
H 0.0 0.1 -0.1
H 0.0 -0.1 -0.1
C 0.1 0.3 -0.1
H 0.0 0.0 0.0
H 0.0 0.0 0.1
C 0.2 -0.4 -0.1
O -0.3 0.2 0.4
H 0.0 0.1 -0.1
H 0.1 -0.1 0.0
H -0.2 0.1 -0.1
C 0.0 -0.1 0.1
C 0.2 -0.1 0.0
C -0.1 0.0 0.0
C -0.1 0.0 0.0
C 0.1 0.0 0.1
C 0.0 -0.1 0.0
H 0.1 0.0 0.0
H 0.0 0.0 0.1
H -0.1 0.0 0.0
H -0.1 0.0 0.0
H 0.0 0.0 -0.1
H -0.1 0.2 -0.1

***

(2)
C18H20N2O5 | wB97M-V/def2-TZVPD

As for the SMILES: N[C@@H](Cc1ccc(O)cc1)C(=O)N[C@@H](Cc1ccc(O)cc1)C(=O)O. For the total energy, the calculation gives -32205.6294 eV. For the HOMO energy, the calculation gives -8.39 eV. The energy above the lowest of the compared OMol25 structures with the same formula, charge and spin comes out at 388.31 kJ/mol.

Cartesian coordinates (Å):
C1 1.6208 1.4788 -0.9537
C2 1.0761 1.7752 0.4860
C3 0.9392 0.2351 -1.5155
C4 1.6602 -1.0431 -1.4183
C5 1.4911 -1.9857 -0.3539
C6 2.8358 -1.2890 -2.1990
C7 2.2006 -3.1367 -0.2812
C8 3.4487 -2.5354 -2.2182
C9 2.9729 -3.5545 -1.3312
C10 -1.1967 2.5403 -0.1274
C11 -1.6430 4.0754 -0.6014
C12 -2.4179 1.9349 0.6295
C13 -2.3438 0.4910 1.2063
C14 -3.4983 0.0683 1.7793
C15 -1.3497 -0.4873 1.1316
C16 -3.6347 -1.1997 2.3055
C17 -1.5890 -1.8333 1.4603
C18 -2.7437 -2.1806 2.0933
H1 3.2637 2.6610 -0.7554
H2 3.4405 1.0621 -0.2218
H3 1.3942 2.4593 -1.5385
H4 -0.0478 0.2355 -1.0809
H5 0.8270 0.3489 -2.5609
H6 0.6564 -1.7488 0.3000
H7 3.3199 -0.6111 -2.8568
H8 1.8957 -3.9398 0.3922
H9 4.2257 -2.7435 -3.0115
H10 2.6873 -5.4300 -1.4465
H11 0.0418 3.0845 1.6171
H12 -1.0680 1.8968 -0.9889
H13 -2.6029 2.5297 1.4719
H14 -3.2433 2.0360 -0.0761
H15 -4.3600 0.7107 1.7275
H16 -0.3314 -0.2358 0.7423
H17 -4.5835 -1.3425 2.7753
H18 -0.8251 -2.6618 1.5408
H19 -3.9305 -3.6601 2.7697
H20 -0.2426 4.7997 0.3375
N1 3.0251 1.6434 -0.9614
N2 0.0087 2.6852 0.6731
O1 1.7993 1.4623 1.3721
O2 3.3691 -4.8054 -1.6604
O3 -2.6317 4.3282 -1.2226
O4 -3.0363 -3.2638 2.8614
O5 -0.8798 5.1455 -0.2909

Force components x, y, z for each atom (eV/Å):
C -1.9 3.5 -0.4
C 0.2 1.5 -1.6
C 0.4 0.5 -0.4
C 2.9 -1.9 1.9
C -1.4 3.1 -1.6
C -0.7 -1.0 0.4
C -0.7 -3.1 0.3
C -0.2 -0.7 0.1
C 1.7 2.3 -2.3
C -1.2 2.4 1.2
C -0.6 -0.5 -0.7
C 1.5 -1.0 -0.8
C 0.9 0.4 -1.4
C -1.1 -0.4 0.2
C 1.4 0.0 -1.1
C -2.3 2.8 -1.0
C 2.1 -1.3 0.9
C -1.5 0.5 1.6
H -0.4 -2.0 -0.3
H 0.0 0.4 -0.4
H -0.9 -1.9 0.5
H -0.3 -0.6 -0.1
H -0.4 0.6 -1.3
H 0.5 -0.5 0.2
H -0.4 1.1 -0.5
H 0.0 0.4 0.3
H -0.9 0.1 1.2
H -0.4 -0.5 0.4
H -0.8 -0.6 -0.3
H 0.6 0.5 -0.3
H -0.5 1.2 1.1
H -0.2 -0.2 0.2
H -0.2 0.3 0.5
H -1.2 -0.2 0.6
H -0.3 -0.7 0.5
H -0.4 1.4 -0.7
H 0.9 0.9 -0.3
H 0.9 0.2 0.2
N 2.0 0.2 0.7
N 1.1 -1.3 -0.4
O 0.6 -0.5 2.4
O 0.5 -0.2 0.4
O -0.5 -1.2 -0.2
O 0.9 -2.7 -0.2
O 0.4 -1.2 0.7

***

(3)
C18H20N3OSbTl | wB97M-V/def2-TZVPD

For the total energy, the calculation gives -36709.3671 eV. Its net charge is +3. For the HOMO energy, the calculation gives -19.01 eV. The energy above the lowest of the compared OMol25 structures with the same formula, charge and spin comes out at 0.00 kJ/mol.

Cartesian coordinates (Å):
Tl1 -0.0753 -1.8912 -1.0878
C1 -3.3972 -1.3729 -1.9477
C2 -3.2318 -0.0149 -1.3524
C3 -4.2503 0.9382 -1.3674
C4 -4.0683 2.1923 -0.8076
C5 -2.8445 2.5158 -0.2198
C6 -1.9256 1.4973 -0.2654
N1 -2.0476 0.2951 -0.7756
Sb1 0.0217 1.4954 0.6029
C7 1.9734 1.5849 -0.2217
C8 2.9324 2.5628 -0.1706
C9 4.1322 2.1823 -0.7735
C10 4.2506 0.9215 -1.3411
C11 3.1940 0.0125 -1.3244
C12 3.2927 -1.3517 -1.9182
N2 2.0290 0.3853 -0.7382
C13 0.0383 0.1175 2.1980
C14 0.0974 0.4058 3.5414
C15 0.0895 -0.6940 4.3981
C16 0.0289 -1.9648 3.8598
C17 -0.0274 -2.1552 2.4778
C18 -0.0996 -3.5233 1.8773
N3 -0.0264 -1.0948 1.6470
H1 -4.4122 -1.5142 -2.3118
H2 -2.7263 -1.5102 -2.7994
H3 -3.2062 -2.1521 -1.2064
H4 -5.1997 0.6805 -1.8177
H5 -4.8723 2.9175 -0.8236
H6 -2.6519 3.4813 0.2266
H7 2.7838 3.5311 0.2848
H8 4.9701 2.8681 -0.7942
H9 5.1840 0.6232 -1.7998
H10 4.2960 -1.5359 -2.2952
H11 3.0805 -2.1195 -1.1707
H12 2.6032 -1.4647 -2.7583
H13 0.1494 1.4184 3.9194
H14 0.1311 -0.5536 5.4704
H15 0.0224 -2.8309 4.5079
H16 -0.0889 -4.2918 2.6467
H17 -1.0256 -3.6518 1.3106
H18 0.7561 -3.7166 1.2251
O1 0.0289 2.0590 -2.3589
H19 0.7649 2.1372 -2.9792
H20 -0.6732 2.5812 -2.7672

Force components x, y, z for each atom (eV/Å):
Tl 0.0 -0.1 -0.1
C -0.1 0.0 0.0
C 0.2 0.0 0.1
C -0.1 0.1 0.0
C 0.0 -0.1 0.0
C 0.0 -0.1 -0.1
C 0.0 0.2 0.0
N -0.1 0.0 0.1
Sb 0.1 -0.3 -0.3
C 0.1 0.6 0.2
C 0.0 -0.1 -0.1
C 0.0 -0.1 0.0
C 0.0 0.1 0.0
C -0.2 -0.1 0.0
C 0.1 0.0 0.0
N -0.1 0.1 0.2
C 0.0 -0.2 0.1
C 0.0 0.1 -0.1
C 0.0 0.0 0.0
C 0.0 0.0 0.0
C 0.0 0.1 -0.1
C 0.0 0.0 0.0
N 0.0 0.0 0.1
H 0.0 0.0 0.0
H 0.0 0.0 0.0
H 0.0 0.0 0.0
H 0.0 0.0 0.0
H 0.0 0.0 0.0
H 0.0 0.0 0.0
H 0.0 0.0 0.0
H 0.0 0.0 0.0
H 0.0 0.0 0.0
H 0.0 0.0 0.0
H 0.0 0.0 0.0
H 0.0 0.0 0.0
H 0.0 0.0 0.0
H 0.0 0.0 0.0
H 0.0 0.0 0.0
H 0.0 0.0 0.0
H 0.0 0.0 0.0
H 0.0 0.0 0.0
O 0.0 0.0 0.1
H 0.0 0.0 0.0
H -0.1 0.0 0.0

***

(4)
C18H20N4O3 | wB97M-V/def2-TZVPD

As for the SMILES: CN(C)CCC[N@@H+]([O-])c1c2ccccc2nc2cccc([N+](=O)[O-])c12. For the total energy, the calculation gives -31083.5839 eV. For the HOMO energy, the calculation gives -8.32 eV. The energy above the lowest of the compared OMol25 structures with the same formula, charge and spin comes out at 1102.15 kJ/mol.

Cartesian coordinates (Å):
O1 -3.1259 1.9319 -1.7014
O2 -2.2921 0.0369 -2.5785
O3 -0.8074 1.7293 0.4080
N1 -2.6555 -2.0346 2.4410
C1 0.6430 -2.7699 3.7737
C2 -5.3456 -1.0423 0.4855
C3 1.4013 -1.9705 2.9336
C4 -4.7538 -0.1557 -0.4519
C5 -0.7591 -2.5873 3.7457
C6 -4.5728 -1.5658 1.4782
C7 0.8033 -1.1192 1.9868
C8 -3.3489 0.0086 -0.4658
C9 -1.1596 -0.4360 0.7549
C10 -1.3336 -1.9039 2.6275
C11 -3.1942 -1.4729 1.4209
C12 -0.5646 -1.1208 1.8037
C13 -2.5106 -0.7197 0.4781
N2 3.6639 1.3854 -1.9256
N3 -2.8960 0.7051 -1.6433
C14 3.5200 1.5851 -3.3825
C15 4.7491 2.1685 -1.3874
C16 2.3209 1.7391 -1.3542
C17 1.6379 0.3977 -1.2184
C18 0.1696 0.5373 -1.1155
N4 -0.3292 0.6382 0.2294
H1 1.2428 -3.4753 4.2780
H2 -6.4223 -1.1860 0.6067
H3 2.4588 -2.0744 2.9794
H4 -5.3479 0.4139 -1.1790
H5 -1.4102 -3.1078 4.4969
H6 -5.1374 -2.0529 2.2577
H7 1.4213 -0.4182 1.4665
H8 3.8190 2.6986 -3.6254
H9 2.5518 1.4821 -3.8163
H10 4.3000 0.9366 -3.8026
H11 4.7038 1.9027 -0.3898
H12 5.7675 1.8620 -1.8427
H13 4.6266 3.2959 -1.4772
H14 2.4804 2.2793 -0.4281
H15 1.7590 2.4556 -1.9905
H16 2.1477 -0.1047 -0.4095
H17 1.7551 -0.3411 -2.0654
H18 -0.2821 1.3258 -1.7640
H19 -0.1573 -0.4406 -1.4831
H20 0.4635 0.5838 0.8458

Force components x, y, z for each atom (eV/Å):
O 0.4 -3.0 -0.1
O -2.1 2.0 3.2
O -5.0 8.9 1.9
N 2.1 -1.1 2.6
C -2.6 1.1 -0.8
C -0.1 0.6 1.1
C -0.8 1.5 -2.3
C 2.0 0.4 -0.5
C 1.5 -1.7 0.7
C -3.2 0.1 -2.1
C 2.5 -1.0 2.4
C -2.7 -1.7 0.2
C -1.6 -1.4 0.0
C -1.6 -1.4 2.0
C -0.5 -0.1 0.6
C 0.4 0.3 -1.0
C 1.1 3.1 -1.9
N -1.9 1.1 -1.4
N 2.0 1.6 -2.9
C 3.1 2.0 0.3
C 1.0 0.7 -2.1
C 1.7 -0.3 -0.9
C 0.4 0.3 -0.9
C -0.6 -2.9 -2.3
N 2.7 -4.6 -0.7
H -0.2 -0.8 1.4
H 0.3 0.3 -0.6
H 0.7 0.2 -0.1
H 0.3 -0.4 0.3
H 0.5 0.5 -1.2
H 0.8 -0.4 0.3
H 0.6 -0.3 -0.2
H -0.5 -1.8 0.2
H -0.7 -0.7 0.0
H -0.5 0.2 -0.7
H 0.7 -0.2 2.4
H -1.7 0.5 0.7
H 0.1 -1.0 -0.1
H -0.2 -0.3 0.6
H 0.3 -0.4 0.1
H -0.3 -0.4 0.5
H 0.7 1.4 0.4
H 0.4 -0.6 0.9
H -0.6 0.2 -0.2
H 1.0 -0.5 0.1

***

(5)
C18H20N4O3 | wB97M-V/def2-TZVPD

As for the SMILES: C[C@H]1CC[C@]2(CC1)NC(=O)N(Cc1nc(-c3ccccc3)no1)C2=O. For the total energy, the calculation gives -31094.7382 eV. For the HOMO energy, the calculation gives -9.09 eV. The energy above the lowest of the compared OMol25 structures with the same formula, charge and spin comes out at 25.92 kJ/mol.

Cartesian coordinates (Å):
C1 -5.1660 -1.6987 1.2982
H1 -5.7161 -1.0840 2.0063
H2 -4.8854 -2.6245 1.7949
H3 -5.8254 -1.9418 0.4669
C2 -3.9279 -0.9583 0.8030
C3 -4.3112 0.4010 0.1938
C4 -3.4055 0.7976 -0.9738
H4 -3.4596 1.8757 -1.1405
H5 -3.7331 0.3053 -1.8917
C5 -1.9421 0.3975 -0.7312
N1 -1.1028 0.8684 -1.8129
C6 -0.2061 1.8064 -1.4467
O1 0.5927 2.3957 -2.1227
N2 -0.3958 1.9951 -0.0657
C7 -1.3564 1.1724 0.4502
O2 -1.6608 1.1071 1.6129
C8 0.4940 2.8026 0.7261
C9 1.8762 2.2592 0.6408
N3 2.2194 1.0371 0.3901
C10 3.5898 1.0902 0.4128
N4 4.0359 2.2915 0.6760
O3 2.9274 3.0635 0.8242
C11 4.4323 -0.0628 0.1723
C12 3.8517 -1.2985 -0.1024
C13 4.6551 -2.3988 -0.3348
C14 6.0346 -2.2734 -0.2950
C15 6.6143 -1.0435 -0.0222
C16 5.8200 0.0621 0.2115
H6 6.2503 1.0278 0.4244
H7 7.6898 -0.9493 0.0073
H8 6.6599 -3.1352 -0.4773
H9 4.2065 -3.3579 -0.5481
H10 2.7758 -1.3752 -0.1299
H11 0.1315 2.7655 1.7597
H12 0.4959 3.8375 0.3701
H13 -1.2071 0.5662 -2.7659
C17 -1.8117 -1.1272 -0.5266
C18 -3.1558 -1.7879 -0.2211
H14 -2.9750 -2.7896 0.1714
H15 -3.7490 -1.8943 -1.1314
H16 -1.1233 -1.3125 0.2998
H17 -1.3743 -1.5638 -1.4266
H18 -4.2587 1.1632 0.9708
H19 -5.3401 0.3675 -0.1698
H20 -3.2639 -0.7789 1.6531

Force components x, y, z for each atom (eV/Å):
C 0.3 0.1 0.0
H -0.1 0.0 0.1
H 0.0 -0.1 0.1
H -0.1 0.0 -0.1
C -0.3 -0.2 -0.1
C 0.1 0.0 0.0
C 0.0 0.1 0.3
H 0.0 0.0 -0.1
H 0.0 0.0 -0.1
C -0.3 -0.1 -0.2
N -0.1 -0.2 -0.1
C -0.1 0.0 0.0
O 0.4 0.3 -0.1
N 0.3 0.3 0.0
C 0.0 0.0 -0.2
O -0.1 -0.1 0.3
C -0.1 0.3 0.0
C 0.6 -0.6 -0.1
N -0.5 0.2 0.0
C -0.5 1.1 0.3
N 1.1 -0.6 -0.1
O -1.0 0.2 0.0
C 0.5 -0.5 -0.1
C 0.0 0.2 0.1
C 0.1 -0.1 0.0
C 0.0 0.0 0.0
C 0.1 0.0 0.0
C -0.2 0.0 0.0
H 0.1 0.1 0.0
H 0.1 0.0 0.0
H 0.0 -0.1 0.0
H 0.0 -0.1 0.0
H -0.1 0.0 0.0
H 0.0 0.1 -0.2
H 0.0 -0.1 0.1
H 0.1 0.1 0.0
C -0.1 -0.1 0.0
C 0.1 0.1 0.3
H 0.0 -0.1 -0.1
H -0.1 -0.1 -0.1
H 0.1 -0.1 0.0
H 0.1 0.1 0.0
H -0.1 0.0 0.0
H -0.1 0.0 0.0
H 0.0 0.0 0.0

***

(6)
C18H20N4O3S2 | wB97M-V/def2-TZVPD

As for the SMILES: CCCc1cc(=O)[nH]c(SCC(=O)Nc2nc3ccc(OCC)cc3s2)n1. For the total energy, the calculation gives -52750.5860 eV. For the HOMO energy, the calculation gives -8.05 eV. The energy above the lowest of the compared OMol25 structures with the same formula, charge and spin comes out at 1444.64 kJ/mol.

Cartesian coordinates (Å):
C1 1.2941 2.6025 -3.2957
C2 1.0001 1.4605 -2.2543
H1 1.6240 1.6132 -1.3168
H2 0.0598 1.5820 -1.8919
C3 1.4860 0.0072 -2.8392
C4 1.0862 -0.8141 -1.6629
C5 1.8802 -0.9311 -0.6201
C6 1.5767 -2.2119 0.4853
O1 2.1953 -2.4591 1.5082
N1 0.2818 -2.7860 0.1105
C7 -0.5099 -2.4632 -0.6981
N2 -0.0473 -1.6231 -1.6393
S1 -1.8526 -3.4111 -1.2603
C8 -2.9271 -2.2706 -2.1943
C9 -4.1264 -1.9707 -1.7126
O2 -5.2436 -1.9677 -2.2725
N3 -4.2006 -1.1704 -0.6507
C10 -3.1155 -0.7552 0.2356
N4 -2.9265 -1.4409 1.4706
C11 -1.7708 -0.6517 1.9984
C12 -1.0249 -1.1389 3.1746
C13 0.0290 -0.3051 3.6502
C14 0.6029 0.5125 2.7872
C15 0.0155 1.0078 1.5498
C16 -1.0351 -0.0291 1.2748
S2 -2.0995 0.3775 -0.3476
H3 0.5758 1.6137 0.6443
O3 1.7590 0.9077 3.2843
C17 2.5993 2.0465 2.3889
C18 2.0214 3.3910 2.4463
H4 2.6913 3.9292 2.0255
H5 1.1566 3.3371 2.1081
H6 2.0199 3.6383 3.5603
H7 2.7015 1.6040 1.2351
H8 3.6440 1.8791 2.7558
H9 0.4299 -0.7541 4.5942
H10 -1.5021 -1.9865 3.7823
H11 -5.2701 -0.9469 -0.0328
H12 -2.2077 -1.4092 -2.3914
H13 -3.0321 -2.7192 -3.0200
H14 -0.1389 -3.3565 0.7260
H15 2.7353 -0.3754 -0.2958
H16 2.4718 0.0856 -2.9633
H17 0.7938 -0.0102 -3.6359
H18 2.5018 2.4636 -3.5089
H19 0.6390 2.3121 -4.2523
H20 1.1590 3.5868 -3.0396

Force components x, y, z for each atom (eV/Å):
C 2.2 -4.9 -2.4
C 5.0 1.2 -0.5
H -0.4 0.1 -1.0
H -3.2 -0.6 0.6
C -6.2 3.1 3.4
C -1.2 -3.2 0.0
C 0.8 -3.9 5.1
C 0.3 4.3 -1.5
O -1.5 -0.3 -2.2
N 8.7 -2.8 9.3
C -3.1 7.0 -13.3
N -2.0 1.4 -2.1
S -1.4 -1.4 1.0
C 8.6 1.2 2.4
C -9.4 4.6 1.8
O 1.5 -2.4 -1.2
N -2.0 2.9 7.5
C -2.3 -5.3 3.1
N 1.2 5.1 -3.6
C -5.8 -11.2 7.4
C -1.7 1.7 1.6
C -4.6 -7.5 2.1
C 1.9 5.2 -3.8
C 0.8 -3.6 -0.1
C 5.8 12.4 -10.2
S 2.4 0.8 1.6
H -1.6 -1.8 2.8
O 3.6 3.8 -1.9
C 0.7 -5.4 -1.5
C 3.6 -3.5 8.3
H 3.9 4.3 -3.2
H -7.8 0.4 -3.3
H -0.3 0.1 -1.4
H -0.8 0.9 2.9
H -1.2 0.4 0.2
H 0.4 1.3 -1.0
H 1.0 1.4 -0.8
H 4.3 -1.4 -3.3
H -1.0 -0.6 0.3
H -0.7 -3.4 -6.6
H -0.7 -3.1 3.8
H 0.5 0.2 -0.3
H 3.7 -0.1 -1.0
H -0.1 -1.1 -1.4
H -3.1 0.5 -0.1
H 1.7 0.9 1.8
H -0.7 2.2 0.9

***

The maximum force results, record by record, are as follows: 0.0145, 0.0784, 0.0119, 0.2023, 0.0249, 0.3325 hartree/bohr.
The orbital gap results, record by record, are as follows: 9.09, 8.79, 6.06, 7.00, 9.75, 8.15 eV.